ORCA calculation (ωB97M-V/def2-TZVPD) on 3 unconnected molecules or ions with the total composition C3H12O3S.

Positions of all 19 atoms, in Å:
C: 2.021 0.167 -0.286
O: 2.783 0.332 0.928
C: 0.729 -0.476 0.010
C: -0.041 -0.702 -1.256
S: -0.630 0.832 -2.244
H: 1.821 1.297 -0.571
H: 2.700 -0.197 -1.141
H: 2.655 -0.435 1.597
H: 0.649 -1.432 0.581
H: 0.159 0.169 0.727
H: -0.856 -1.444 -1.073
H: 0.654 -1.094 -2.023
H: -0.854 0.012 -3.393
H: -1.508 2.282 1.888
H: -0.292 1.766 2.758
O: -0.813 1.591 1.996
H: -2.812 -1.547 0.189
H: -3.222 -0.168 0.422
O: -3.143 -0.953 0.892

For the electronic energy, the calculation gives -745.00509 Eh. As for the spin multiplicity: 2. Its expectation value of S² is 0.75. As for the total charge: +1. The value obtained for the HOMO energy (spin up / spin down) is -13.981 / -13.930 eV. As for the gap between HOMO and LUMO (spin up / spin down): 9.32 / 4.72 eV. The calculation puts the energy relative to the best compared isomer or geometry (same formula, charge and spin) at 36.9 kcal/mol. For the largest force on an atom, the calculation gives 3.6 eV/Å.

The molecule's Mulliken atomic charges, reported in e, are given here: -0.54 -0.50 0.08 -0.95 0.25 0.30 0.30 0.34 0.42 0.08 0.42 0.51 0.32 0.29 0.29 -0.61 0.30 0.29 -0.57